137
Properties=species:S:1:pos:R:3 method="wB97M-V/def2-TZVPD" homo_lumo_gap_ev="5.6 / 5.0" total_charge=-1 s_squared=0.789 e_homo_ha="-0.131 / -0.130" spin_multiplicity=2 molar_mass_g_mol=1198.749 de_lowest_kj_mol=331.26
Ti -0.064 0.067 1.389
C -2.646 -4.617 0.728
C -2.431 -4.537 2.236
S -1.985 -2.880 2.828
C -0.649 -3.297 3.965
C 0.656 -3.765 3.308
S 1.173 -2.827 1.842
C 1.334 -4.150 0.612
C 0.111 -4.990 0.249
S -1.304 -4.023 -0.325
H -3.484 -3.981 0.439
H -2.886 -5.649 0.461
H -1.653 -5.235 2.548
H -3.355 -4.842 2.732
H -0.983 -4.060 4.672
H -0.473 -2.374 4.519
H 0.579 -4.810 3.005
H 1.462 -3.692 4.039
H 2.120 -4.819 0.975
H 1.731 -3.650 -0.274
H -0.201 -5.603 1.095
H 0.415 -5.678 -0.543
Br 1.953 -0.678 4.341
C 0.923 0.814 4.908
C 1.452 1.548 5.932
C 0.692 2.554 6.560
C -0.612 2.728 6.205
C -1.182 1.956 5.164
C -2.576 2.046 4.897
C -3.152 1.272 3.942
C -2.338 0.493 3.078
C -0.969 0.419 3.250
C -0.395 1.051 4.407
H 2.454 1.332 6.277
H 1.135 3.140 7.355
H -1.238 3.447 6.720
H -3.171 2.728 5.495
H -4.225 1.297 3.788
H -2.814 -0.055 2.266
C -3.701 1.521 -5.768
C -3.269 1.431 -4.323
C -2.413 2.347 -3.845
C -1.978 2.422 -2.415
C -0.890 3.512 -2.322
C -2.428 -0.011 -1.551
C -3.546 -0.259 -2.389
C -4.487 -1.395 -2.018
C -3.875 0.347 -3.588
C -2.226 -0.804 -0.374
O -3.091 -1.344 0.317
O -0.902 -0.921 0.027
H -3.243 2.375 -6.269
H -4.787 1.624 -5.835
H -3.430 0.613 -6.311
H -1.987 3.080 -4.523
H -0.002 3.192 -2.874
H -0.598 3.736 -1.297
H -1.261 4.436 -2.769
H -3.947 -2.278 -1.682
H -5.096 -1.659 -2.884
H -5.147 -1.114 -1.199
H -4.694 -0.122 -4.124
C 1.702 3.046 2.255
C 1.890 1.960 1.214
O 2.297 2.267 0.096
N 1.594 0.668 1.587
Te 2.768 -0.764 -0.694
C 3.672 -2.269 -1.920
C 2.973 -2.791 -3.019
C 1.529 -2.470 -3.318
C 3.619 -3.665 -3.895
C 4.938 -4.043 -3.713
C 5.642 -4.940 -4.695
C 5.596 -3.567 -2.586
C 4.986 -2.709 -1.679
C 5.778 -2.308 -0.462
C 4.435 0.513 -0.967
C 4.731 0.999 -2.247
C 3.979 0.579 -3.480
C 5.763 1.922 -2.397
C 6.488 2.398 -1.316
C 7.550 3.450 -1.489
C 6.181 1.899 -0.060
C 5.167 0.966 0.138
C 4.933 0.509 1.555
H 2.051 3.995 1.852
H 2.251 2.799 3.166
H 0.646 3.125 2.521
H 1.160 -1.609 -2.762
H 0.885 -3.316 -3.063
H 1.391 -2.270 -4.382
H 3.068 -4.050 -4.748
H 4.977 -5.228 -5.510
H 6.002 -5.851 -4.214
H 6.508 -4.438 -5.131
H 6.621 -3.878 -2.399
H 6.405 -3.140 -0.139
H 5.123 -2.026 0.361
H 6.427 -1.455 -0.670
H 2.901 0.655 -3.325
H 4.191 -0.459 -3.743
H 4.257 1.212 -4.323
H 5.987 2.295 -3.391
H 7.717 3.671 -2.543
H 8.500 3.133 -1.054
H 7.259 4.379 -0.995
H 6.732 2.257 0.805
H 4.623 1.352 2.178
H 5.858 0.108 1.977
H 4.155 -0.247 1.634
C -6.690 3.359 2.587
C -6.568 3.487 1.073
N -5.426 2.780 0.508
C -5.651 1.468 -0.094
C -6.253 0.469 0.885
C -4.214 3.382 0.615
O -4.047 4.384 1.301
C -3.066 2.787 -0.156
C -3.120 2.773 -1.512
C -1.376 1.024 -1.925
C -0.475 1.313 -0.784
N -0.816 1.825 0.395
C -2.002 2.392 0.693
H -7.561 3.912 2.945
H -5.800 3.773 3.058
H -6.795 2.318 2.894
H -6.462 4.543 0.818
H -7.463 3.105 0.576
H -4.699 1.080 -0.449
H -6.299 1.580 -0.970
H -5.600 0.338 1.749
H -6.356 -0.501 0.399
H -7.241 0.776 1.235
H -4.051 3.060 -1.991
H -0.747 0.663 -2.745
H 0.599 1.227 -0.930
H -2.129 2.611 1.744


140
Properties=species:S:1:pos:R:3 method="wB97M-V/def2-TZVPD" homo_lumo_gap_ev=9.0 total_charge=0 e_homo_ha=-0.320 molar_mass_g_mol=969.316 de_lowest_kj_mol=0.00
C -5.484 -0.400 2.988
S -5.346 1.202 2.190
O -3.895 1.427 1.970
C -6.042 0.687 0.606
H -6.532 -0.586 3.250
H -4.948 -0.373 3.934
H -5.165 -1.187 2.307
H -6.002 -0.393 0.459
H -5.455 1.183 -0.161
H -7.101 0.949 0.604
C -2.225 -2.175 4.051
S -0.980 -1.325 5.026
O -1.404 -1.170 6.437
C 0.263 -2.608 5.012
H -2.917 -1.395 3.726
H -2.780 -2.885 4.663
H -1.800 -2.623 3.155
H 0.520 -2.774 3.959
H 0.050 -3.543 5.519
H 1.154 -2.100 5.381
C -5.046 -1.730 -6.025
C -6.384 -1.427 -5.781
C -6.826 -1.221 -4.477
C -5.894 -1.290 -3.451
C -4.541 -1.500 -3.706
C -4.104 -1.745 -5.001
H -4.746 -1.966 -7.039
H -7.099 -1.526 -6.590
H -7.827 -0.863 -4.273
H -6.208 -1.116 -2.428
H -3.939 -1.469 -2.803
H -3.063 -1.839 -5.284
C -0.416 5.098 -6.698
C 0.905 5.233 -7.088
C 1.894 4.436 -6.501
C 1.537 3.485 -5.567
C 0.193 3.224 -5.294
C -0.751 4.091 -5.811
H -1.169 5.818 -6.984
H 1.246 6.010 -7.762
H 2.921 4.756 -6.627
H 2.292 2.891 -5.062
H -0.042 2.437 -4.593
H -1.771 4.028 -5.445
C -0.611 -1.504 -4.294
C -0.044 -2.703 -4.705
C 0.392 -2.854 -6.012
C 0.349 -1.783 -6.881
C -0.176 -0.561 -6.452
C -0.636 -0.422 -5.157
H -0.922 -1.395 -3.263
H 0.105 -3.537 -4.031
H 0.791 -3.808 -6.337
H 0.698 -1.806 -7.906
H -0.259 0.218 -7.201
H -1.039 0.513 -4.787
C 3.643 -1.535 4.975
C 3.553 -0.610 3.936
C 3.996 0.686 4.195
C 4.464 1.061 5.432
C 4.477 0.153 6.479
C 4.037 -1.141 6.247
H 3.363 -2.575 4.844
H 3.268 -0.861 2.923
H 3.915 1.384 3.366
H 4.871 2.051 5.602
H 4.890 0.469 7.428
H 4.000 -1.919 7.001
C 2.836 6.263 -0.260
C 3.270 5.058 0.273
C 2.392 3.993 0.321
C 1.050 4.150 -0.020
C 0.590 5.397 -0.424
C 1.499 6.438 -0.568
H 3.527 7.089 -0.367
H 4.299 4.950 0.593
H 2.649 3.024 0.738
H 0.400 3.289 0.090
H -0.464 5.532 -0.627
H 1.104 7.428 -0.768
C -1.512 -0.211 0.719
C -1.570 0.168 -0.612
C -0.406 0.432 -1.311
C 0.829 0.448 -0.680
C 0.887 0.184 0.696
C -0.266 -0.202 1.351
H -2.404 -0.351 1.308
H -2.537 0.198 -1.100
H -0.434 0.641 -2.374
H 1.688 0.763 -1.255
H 1.827 0.381 1.203
H -0.214 -0.394 2.418
O 5.944 -0.614 1.400
C 5.657 0.219 0.597
O 4.713 -0.012 -0.346
C 4.414 1.153 -1.092
C 5.598 2.138 -0.860
C 6.174 1.636 0.481
H 3.501 1.667 -0.795
H 4.330 0.992 -2.166
H 5.154 3.124 -0.748
H 6.322 2.114 -1.669
H 5.774 2.255 1.284
H 7.259 1.671 0.507
O -3.971 -2.074 -0.194
C -4.056 -3.250 -0.389
O -5.213 -3.892 -0.112
C -5.259 -5.226 -0.642
C -3.858 -5.500 -1.207
C -3.114 -4.176 -1.187
H -6.042 -5.211 -1.405
H -5.598 -5.919 0.124
H -3.871 -6.035 -2.154
H -3.365 -6.204 -0.528
H -3.142 -3.671 -2.155
H -2.164 -4.192 -0.667
O -1.489 3.671 7.315
C -0.768 2.898 6.757
O 0.142 2.157 7.424
C 0.878 1.295 6.560
C 0.626 1.818 5.147
C -0.687 2.583 5.263
H 0.459 0.286 6.594
H 1.928 1.244 6.826
H 0.505 1.053 4.382
H 1.396 2.507 4.796
H -1.618 2.044 5.079
H -0.660 3.540 4.751
O 1.215 -4.168 2.081
C 2.335 -3.927 1.729
O 3.423 -4.225 2.473
C 4.578 -3.575 1.923
C 4.253 -3.425 0.437
C 2.749 -3.224 0.452
H 5.500 -4.101 2.150
H 4.743 -2.553 2.279
H 4.578 -4.316 -0.107
H 4.778 -2.600 -0.041
H 2.287 -3.707 -0.405
H 2.418 -2.187 0.524


148
Properties=species:S:1:pos:R:3 method="wB97M-V/def2-TZVPD" homo_lumo_gap_ev=6.1 total_charge=-1 e_homo_ha=-0.144 molar_mass_g_mol=1343.994 de_lowest_kj_mol=0.00
Bi 0.657 0.635 -1.394
C -2.356 -2.319 1.494
C -1.431 -1.353 2.225
C -1.949 -1.051 3.627
P 0.373 -1.849 2.033
C 0.599 -3.584 2.783
C 0.685 -4.531 1.584
C -0.401 -4.130 3.798
C 1.006 -0.734 3.332
C 1.175 -1.061 4.670
C 1.526 -0.087 5.588
C 1.682 1.224 5.173
C 1.555 1.543 3.833
C 1.249 0.571 2.894
Si 1.554 0.889 1.042
C 3.344 0.121 1.081
C 4.114 0.223 2.238
C 5.448 -0.134 2.281
C 6.070 -0.594 1.133
C 5.314 -0.784 -0.007
C 3.957 -0.468 -0.026
P 2.939 -0.878 -1.481
C 3.814 0.029 -2.892
C 5.047 -0.595 -3.535
C 4.115 1.446 -2.402
C 3.153 -2.747 -1.664
C 4.515 -3.422 -1.526
C 2.428 -3.160 -2.944
C 1.988 2.771 0.827
C 3.136 3.241 1.466
C 3.530 4.565 1.427
C 2.766 5.480 0.730
C 1.641 5.036 0.065
C 1.235 3.704 0.091
P -0.242 3.252 -0.940
C 0.386 3.873 -2.632
C -0.280 3.046 -3.746
C 0.296 5.354 -3.007
C -1.663 4.331 -0.313
C -1.362 5.689 0.313
C -2.769 4.445 -1.360
H -3.328 -1.851 1.329
H -2.515 -3.227 2.076
H -1.937 -2.582 0.525
H -1.417 -0.398 1.679
H -1.961 -1.926 4.272
H -2.968 -0.675 3.544
H -1.365 -0.267 4.101
H 1.593 -3.541 3.254
H -0.221 -4.465 0.984
H 0.822 -5.566 1.903
H 1.520 -4.253 0.943
H -1.369 -4.297 3.335
H -0.532 -3.460 4.641
H -0.047 -5.090 4.181
H 1.039 -2.078 5.006
H 1.653 -0.347 6.632
H 1.928 1.994 5.892
H 1.711 2.559 3.510
H 3.654 0.598 3.137
H 6.003 -0.028 3.203
H 7.128 -0.818 1.130
H 5.795 -1.165 -0.895
H 3.030 0.092 -3.661
H 5.885 -0.619 -2.844
H 5.344 0.011 -4.391
H 4.838 -1.601 -3.886
H 4.953 1.443 -1.707
H 3.251 1.869 -1.883
H 4.366 2.089 -3.243
H 2.535 -3.077 -0.816
H 5.228 -3.093 -2.276
H 4.380 -4.497 -1.648
H 4.931 -3.240 -0.539
H 2.943 -2.805 -3.834
H 1.415 -2.763 -2.947
H 2.358 -4.245 -3.007
H 3.754 2.544 2.012
H 4.421 4.879 1.950
H 3.034 6.528 0.699
H 1.050 5.747 -0.482
H 1.453 3.607 -2.583
H -0.944 2.290 -3.344
H 0.465 2.549 -4.364
H -0.881 3.684 -4.391
H -0.722 5.722 -2.917
H 0.594 5.471 -4.052
H 0.948 5.996 -2.417
H -2.029 3.688 0.499
H -0.994 6.424 -0.405
H -0.649 5.591 1.127
H -2.290 6.082 0.731
H -2.573 5.245 -2.074
H -3.715 4.661 -0.862
H -2.878 3.512 -1.907
C -2.371 3.326 6.032
Si -1.581 4.085 4.472
C 0.162 4.711 4.936
C -2.589 5.630 3.982
Se -1.532 2.590 2.849
H -2.459 4.043 6.843
H -1.775 2.488 6.381
H -3.362 2.948 5.807
H 0.116 5.582 5.584
H 0.721 4.983 4.044
H 0.720 3.937 5.451
H -2.931 6.176 4.855
H -3.459 5.354 3.398
H -1.986 6.300 3.378
C -1.576 -7.342 -2.929
C -2.087 -6.488 -4.090
C -1.373 -6.953 -5.366
C -3.597 -6.725 -4.234
C -1.854 -4.998 -3.867
C -2.152 -4.109 -4.891
C -2.007 -2.733 -4.753
C -1.584 -2.246 -3.537
O -1.401 -0.971 -3.157
B -1.105 -1.018 -1.700
O -0.882 -2.443 -1.391
C -1.278 -3.130 -2.490
C -1.393 -4.494 -2.645
H -1.714 -8.397 -3.158
H -2.123 -7.121 -2.017
H -0.517 -7.167 -2.758
H -1.475 -8.032 -5.478
H -0.314 -6.709 -5.317
H -1.792 -6.481 -6.250
H -3.808 -7.782 -4.390
H -3.996 -6.162 -5.074
H -4.107 -6.395 -3.332
H -2.528 -4.477 -5.836
H -2.247 -2.063 -5.563
H -1.152 -5.139 -1.817
Br -5.027 1.176 -3.175
C -5.157 1.241 -1.277
C -6.382 1.532 -0.703
C -6.475 1.592 0.676
C -5.356 1.387 1.462
C -4.141 1.072 0.882
C -4.037 0.984 -0.500
C -2.738 0.656 -1.166
O -2.321 -0.547 -0.948
O -2.159 1.484 -1.854
H -7.245 1.723 -1.324
H -7.427 1.805 1.139
H -5.421 1.482 2.534
H -3.264 0.948 1.495


no.,total energy (eV)
1,-204794.0193
2,-101383.6586
3,-253078.9649